22
Properties=species:S:1:pos:R:3:forces:R:3:mulliken_charge:R:1 method="wB97M-V/def2-TZVPD" mol_weight_g_mol=218.38 e_tot_ev=-39114.0615 lumo_energy_ev=-1.05 orbital_gap_ha=0.259 total_charge=0 de_lowest_kj_mol=251.91
C 2.795713 0.596983 -0.376767 -0.9 -2.0 1.1 -0.61
C 1.888787 0.140595 -1.284561 -0.6 0.4 -1.6 -0.38
C 2.678144 0.100833 0.922591 0.0 -0.5 0.7 -0.39
C 0.859317 -0.716766 -0.999078 -0.6 0.9 -0.8 -0.21
C 1.592050 -0.760081 1.266869 0.8 0.3 0.7 -0.40
C 0.693087 -1.161999 0.290692 -0.6 -0.2 0.2 0.47
O -2.747332 -0.269747 -1.777044 0.2 -0.4 -1.5 -0.57
O -3.962379 0.385095 0.250540 -1.9 0.2 1.1 -0.58
O -0.344851 -2.010942 0.604555 0.8 0.3 -0.2 -0.34
Si -1.178424 2.472198 -0.121046 -0.4 -3.5 1.8 0.40
Si -1.974733 -1.858488 0.668500 0.8 0.1 -1.1 0.44
S -2.728267 0.041903 -0.373813 2.5 1.5 0.3 0.64
H 3.583137 1.064643 -0.849699 1.9 1.5 0.1 0.50
H 1.925536 0.501192 -2.321029 0.2 -0.1 0.4 0.31
H 3.474414 0.303890 1.664017 -0.8 0.0 -0.4 0.33
H 0.145324 -0.732150 -1.815391 -0.4 -1.1 0.4 0.38
H 1.432234 -1.155551 2.298510 0.4 0.5 -1.0 0.36
H -1.869768 3.103276 1.064514 0.8 -0.4 -0.3 -0.04
H 0.143523 1.643192 -0.080498 -1.0 1.4 0.1 0.04
H -1.654402 3.151460 -1.242765 -0.1 0.7 -1.6 -0.07
H -2.306720 -1.681794 2.003434 -0.7 0.4 1.9 -0.15
H -2.444391 -3.157742 0.207478 -0.5 0.0 -0.5 -0.12

***

106
Properties=species:S:1:pos:R:3:forces:R:3:mulliken_spin:R:1 method="wB97M-V/def2-TZVPD" mol_weight_g_mol=839.10 e_tot_ev=-109120.8793 lumo_energy_ev="-6.55 / -6.14" orbital_gap_ha="0.221 / 0.237" total_charge=+2 spin_multiplicity=2
Cr 0.275114 -0.976086 0.674012 -1.1 2.9 -0.5 0.99
C 0.366951 -2.012503 3.564924 -0.1 -0.6 0.2 0.00
C -0.945413 -2.760396 3.357669 0.2 0.3 0.0 0.01
C -1.152811 -3.347260 1.991853 -0.3 -0.1 0.4 0.01
C -2.204416 -4.252910 1.844768 0.0 0.0 -0.2 0.00
C -2.389455 -4.909108 0.644302 0.2 0.2 0.1 0.00
C -1.424844 -4.725794 -0.339005 0.1 0.1 0.1 0.00
C -0.410038 -3.821814 -0.107850 0.1 -0.5 -0.4 -0.01
N -0.315416 -3.055330 0.990824 0.0 -0.2 0.2 -0.01
N 0.315557 -0.656428 2.996554 0.2 -0.2 -0.4 -0.01
C 1.627177 0.000236 3.111252 0.3 0.5 0.0 -0.01
C 2.665975 -0.649361 2.257697 0.0 0.3 0.3 0.02
C 4.019526 -0.501750 2.523325 -0.1 0.0 -0.1 0.00
C 4.937609 -1.124755 1.692492 -0.4 -0.1 0.0 0.00
C 4.450257 -1.978705 0.713970 -0.2 0.0 0.2 0.00
C 3.082001 -2.090090 0.537356 0.4 -0.4 0.0 0.01
N 2.198228 -1.365877 1.229344 0.5 -0.2 0.2 -0.02
C -0.647693 0.145373 3.777585 -0.4 0.3 0.0 0.02
C -1.722249 0.800334 2.957601 -0.3 0.0 0.1 -0.01
C -2.660664 1.597084 3.609556 0.0 -0.1 -0.2 0.00
C -3.612147 2.255590 2.858000 0.1 -0.1 0.0 0.00
C -3.575416 2.110165 1.479014 0.1 -0.1 0.0 0.00
C -2.621148 1.275124 0.927365 -0.2 0.3 0.0 0.00
N -1.726400 0.603958 1.648635 0.2 -0.4 0.2 0.00
H 1.179072 -2.578332 3.100339 -0.1 0.1 0.1 0.00
H 0.578358 -1.961257 4.643325 0.0 0.1 -0.2 0.00
H -1.800285 -2.128778 3.603261 -0.1 0.0 0.1 0.00
H -0.973373 -3.597484 4.058555 0.0 0.0 0.0 0.00
H -2.864930 -4.433286 2.680397 0.0 0.0 0.1 0.00
H -3.225815 -5.575421 0.495088 0.0 -0.1 0.0 0.00
H -1.464435 -5.275334 -1.265387 0.1 -0.1 -0.1 0.00
H 0.382111 -3.710643 -0.834167 -0.1 0.1 -0.1 0.00
H 1.970084 0.029322 4.157373 -0.1 0.0 -0.2 0.00
H 1.512753 1.029675 2.753961 0.0 -0.2 0.1 0.00
H 4.342106 0.094919 3.364316 0.0 0.1 0.0 0.00
H 5.996637 -0.982996 1.831444 0.1 0.0 0.0 0.00
H 5.120225 -2.545700 0.093495 0.1 -0.2 -0.1 0.00
H 2.672446 -2.817756 -0.146713 0.0 0.0 -0.1 0.00
H -0.122687 0.947152 4.308956 0.0 -0.1 0.0 0.00
H -1.125892 -0.462594 4.553173 0.2 0.0 -0.1 0.00
H -2.633277 1.703383 4.684031 0.0 0.0 0.1 0.00
H -4.355399 2.875214 3.333039 -0.1 0.1 0.0 0.00
H -4.278217 2.629940 0.848912 -0.1 0.1 -0.1 0.00
H -2.556873 1.145793 -0.140869 0.0 0.0 -0.2 0.00
N 0.165117 -2.242192 -3.348897 -0.6 0.5 0.6 0.01
C 1.325980 -3.030978 -3.444926 0.7 -0.3 0.0 0.00
C 1.308629 -4.259566 -4.090812 -0.1 0.2 0.1 0.00
C 2.451808 -5.040690 -4.098495 0.0 0.1 0.0 0.00
C 3.609296 -4.591060 -3.485161 0.1 0.0 0.0 0.00
C 3.636060 -3.361570 -2.843885 -0.2 -0.1 -0.1 0.00
C 2.483565 -2.594546 -2.811959 -0.4 0.4 0.3 0.00
S 2.319277 -1.037435 -1.951597 0.1 -0.1 -0.8 0.00
N 0.744824 -1.281646 -1.296964 -0.3 -0.5 -0.3 -0.02
C -0.164113 -1.644402 -2.166582 1.0 -0.1 -0.4 0.00
C -1.569722 -1.493300 -1.816875 -1.4 0.1 -0.1 0.03
C -2.591797 -1.530625 -2.772602 0.6 -0.1 0.4 0.00
C -3.906036 -1.513545 -2.348112 0.0 0.0 0.4 0.00
C -4.158303 -1.482358 -0.982851 0.2 0.0 -0.4 0.00
C -3.085651 -1.380763 -0.111130 -0.2 -0.2 0.3 0.00
N -1.819899 -1.349933 -0.505994 0.9 0.1 -0.3 -0.02
H -0.593948 -2.538473 -3.944465 0.0 0.1 0.1 0.00
H 0.407231 -4.596434 -4.578449 -0.1 -0.1 -0.1 0.00
H 2.435733 -5.999023 -4.591792 0.0 -0.1 -0.1 0.00
H 4.498170 -5.198672 -3.508161 0.1 -0.1 0.0 0.00
H 4.549138 -2.987127 -2.413183 0.1 0.0 0.2 0.00
H -2.368584 -1.543150 -3.826733 0.0 0.0 -0.1 0.00
H -4.715249 -1.548467 -3.060805 -0.1 0.0 -0.1 0.00
H -5.167849 -1.522253 -0.609110 -0.1 0.0 0.1 0.00
H -3.253618 -1.328678 0.954706 0.0 0.1 0.0 0.00
C 2.993253 3.320750 0.257551 -0.1 0.1 -0.2 0.00
C 2.084261 3.213333 -0.958161 -1.3 -0.8 0.4 0.00
C 1.721233 4.585293 -1.502416 0.1 0.0 0.1 0.00
C 2.773873 2.405973 -2.043741 0.0 0.1 0.1 0.00
Si 0.405265 2.356811 -0.378926 0.6 2.5 -1.3 -0.02
O 0.642369 0.938909 0.276697 0.4 -4.0 1.6 0.03
C -0.710349 2.149151 -1.919249 0.2 0.2 0.9 0.00
C -1.955984 2.760419 -2.021937 -0.1 0.0 -0.1 0.00
C -2.747064 2.592844 -3.145731 -0.2 0.0 -0.1 0.00
C -2.313979 1.789645 -4.187349 0.0 0.0 -0.1 0.00
C -1.081963 1.163691 -4.098037 0.0 -0.1 -0.1 0.00
C -0.293714 1.346222 -2.975440 0.0 0.0 0.0 0.00
C -0.300942 3.587973 0.907249 0.1 -0.7 -0.6 0.00
C -1.018127 4.735689 0.588463 -0.1 0.0 0.1 0.00
C -1.518281 5.562451 1.581771 -0.1 0.2 -0.1 0.00
C -1.295105 5.273949 2.917177 -0.1 0.0 0.1 0.00
C -0.547753 4.159207 3.253805 0.1 0.2 0.1 0.00
C -0.054430 3.343942 2.252865 0.1 -0.1 0.0 0.00
H 3.919678 3.819570 -0.022428 0.2 0.1 0.0 0.00
H 3.241438 2.330651 0.637111 0.1 -0.2 0.1 0.00
H 2.526464 3.897504 1.052080 0.0 0.1 0.2 0.00
H 2.617949 5.075118 -1.877844 0.1 0.2 -0.1 0.00
H 1.287631 5.219122 -0.734146 0.0 0.1 0.1 0.00
H 1.017337 4.501360 -2.328449 -0.1 0.1 -0.1 0.00
H 3.705755 2.895198 -2.323689 0.2 0.0 -0.1 0.00
H 2.160831 2.343395 -2.937632 0.0 -0.1 -0.2 0.00
H 3.012820 1.404870 -1.694156 0.1 0.0 0.0 0.00
H -2.317910 3.379539 -1.216188 -0.1 0.1 0.1 0.00
H -3.697916 3.101806 -3.211263 -0.1 0.0 0.0 0.00
H -2.927549 1.665302 -5.066815 -0.1 0.0 -0.1 0.00
H -0.723296 0.546499 -4.910767 0.0 0.0 -0.1 0.00
H 0.671061 0.867552 -2.928277 0.1 -0.1 -0.1 0.00
H -1.171379 5.017074 -0.442249 -0.1 0.0 -0.1 0.00
H -2.072887 6.446671 1.304728 0.0 0.1 0.0 0.00
H -1.680757 5.922418 3.689552 0.0 0.1 0.0 0.00
H -0.337462 3.934308 4.291036 0.0 0.0 0.1 0.00
H 0.562679 2.497162 2.505867 -0.1 -0.1 0.1 0.00

***

100
Properties=species:S:1:pos:R:3:forces:R:3:mulliken_charge:R:1 method="wB97M-V/def2-TZVPD" smiles=c1cc[nH]c1.c1cc[nH]c1.c1cc[nH]c1.c1cc[nH]c1.c1cc[nH]c1.c1cc[nH]c1.c1cc[nH]c1.c1cc[nH]c1.c1cc[nH]c1.c1cc[nH]c1 mol_weight_g_mol=670.91 e_tot_ev=-57188.4628 lumo_energy_ev=0.61 orbital_gap_ha=0.308 total_charge=0 de_lowest_kj_mol=171.89
C -3.389777 0.134978 -3.483726 0.9 -0.3 1.5 0.12
C -3.989772 1.113731 -2.635444 -0.2 -0.4 1.1 -0.14
C -4.652350 2.020822 -3.416350 1.0 -0.4 -0.3 -1.09
N -4.321499 1.635288 -4.696004 -1.6 1.5 -1.9 0.06
C -3.587771 0.489546 -4.769901 -0.5 1.0 0.5 -1.00
H -2.766339 -0.667935 -3.125942 0.0 -0.1 -0.1 0.42
H -3.896894 1.138394 -1.546730 -0.2 0.0 -0.5 0.48
H -5.225686 2.921798 -3.173565 0.3 -0.6 -0.3 0.35
H -4.718287 2.089928 -5.517231 0.3 -0.3 0.4 0.22
H -3.201527 0.126835 -5.691346 0.0 -0.3 -0.4 0.43
C 1.807399 -2.369879 4.387294 -0.6 0.4 -0.5 -0.39
C 2.090981 -1.116205 5.015068 -0.6 -0.5 0.9 -0.07
C 3.373841 -0.807721 4.717015 0.5 0.4 -0.4 -0.95
N 3.835957 -1.710925 3.783644 -0.3 0.5 0.8 0.13
C 2.869383 -2.656259 3.571077 0.2 -0.2 0.6 -0.67
H 0.920739 -2.986779 4.516349 0.2 0.3 -0.2 0.54
H 1.463450 -0.543630 5.693442 0.1 -0.3 -0.2 0.41
H 4.001948 -0.052146 5.165969 0.0 0.1 -0.4 0.38
H 4.779801 -1.708978 3.462079 0.2 -0.3 -0.3 0.23
H 3.061936 -3.519623 2.977912 0.1 -0.3 -0.4 0.43
C -1.453661 4.212814 3.226492 0.1 -1.1 -2.1 -0.88
C -0.826397 2.924011 3.044438 0.0 1.2 0.0 -0.78
C -0.637442 2.694136 1.707032 -1.0 -0.2 0.6 -0.33
N -1.251199 3.696174 0.985547 0.4 0.3 1.9 0.18
C -1.710243 4.627293 1.938032 0.5 -0.1 -0.9 -0.59
H -1.714868 4.770611 4.100687 0.0 0.0 0.3 0.42
H -0.488235 2.279651 3.809910 0.4 -0.5 0.6 0.79
H -0.223657 1.783946 1.324717 0.1 0.1 -0.6 0.72
H -1.201940 3.778800 -0.027010 -0.1 0.2 0.5 0.25
H -2.013868 5.594442 1.606449 -0.5 0.3 -0.2 0.39
C -0.028916 -2.810825 -2.725200 0.4 0.5 1.2 -0.23
C 0.908982 -3.142807 -1.636809 -1.3 0.3 -1.3 -0.78
C 1.527541 -4.295137 -2.016859 0.1 0.6 -0.1 -0.96
N 1.073401 -4.614599 -3.250231 0.0 -1.1 -0.9 0.02
C 0.101442 -3.745859 -3.710308 0.5 -0.4 0.7 -0.61
H -0.706870 -1.961841 -2.709775 0.2 -0.2 -0.1 0.42
H 1.030683 -2.594770 -0.727370 -0.1 0.2 0.3 1.10
H 2.292574 -4.893076 -1.555928 0.1 0.0 0.1 0.46
H 1.474497 -5.394714 -3.738939 -0.3 0.0 -0.3 0.19
H -0.457487 -3.947854 -4.620216 0.4 0.2 0.2 0.39
C 3.197178 2.319716 -3.865049 0.2 -0.5 0.6 -0.36
C 3.036708 1.971282 -2.479142 -0.7 1.1 -1.0 0.14
C 3.973048 1.068658 -2.174662 0.7 -1.5 1.0 -0.98
N 4.725485 0.769172 -3.269759 -1.8 2.1 -0.7 0.13
C 4.247616 1.564085 -4.313291 1.1 -0.5 -0.4 -0.84
H 2.562541 3.018342 -4.384433 0.2 0.0 -0.2 0.41
H 2.292482 2.384244 -1.830737 0.0 -0.2 0.2 0.37
H 4.107295 0.533431 -1.258805 0.2 0.0 0.3 0.50
H 5.422359 0.086021 -3.345325 0.9 -0.7 0.1 0.23
H 4.842681 1.538499 -5.228923 -0.7 0.1 0.1 0.35
C -1.179486 3.303955 -3.125145 1.3 1.9 -0.4 -0.36
C -0.228195 3.112539 -2.087409 -0.6 1.1 -1.0 0.81
C 0.649041 4.167950 -2.106922 1.3 -0.1 0.1 -0.87
N 0.329595 4.943960 -3.185974 0.2 0.6 0.3 0.04
C -0.783443 4.471041 -3.800067 -1.2 -1.0 0.5 -0.79
H -2.065879 2.745359 -3.261958 -0.6 -0.5 -0.4 0.30
H -0.280222 2.292523 -1.452734 0.3 -1.2 1.2 0.05
H 1.599194 4.347973 -1.560174 -1.1 -0.1 -0.4 0.49
H 0.803154 5.803813 -3.426957 -0.1 -0.3 0.1 0.20
H -1.319699 5.071155 -4.525757 0.3 -0.3 -0.1 0.40
C -5.286930 -1.135488 0.795149 0.4 0.2 1.4 -0.49
C -5.027524 -2.191325 1.748292 -1.1 0.5 -0.8 -0.40
C -4.423869 -3.181845 1.038248 0.8 -0.5 1.0 -0.64
N -4.146596 -2.724847 -0.222016 0.2 -1.7 0.9 0.12
C -4.652164 -1.520476 -0.340636 -0.8 3.0 -2.1 -0.42
H -5.776396 -0.191639 0.986177 0.1 -0.1 -0.1 0.41
H -5.362257 -2.295594 2.773978 0.0 0.2 -0.2 0.51
H -4.144496 -4.110617 1.489662 0.4 -0.5 -0.6 0.38
H -3.707695 -3.155431 -0.996623 0.5 -0.8 -0.2 0.21
H -4.483794 -0.975868 -1.284544 -0.4 -0.4 0.7 0.34
C 6.276492 -1.771703 -0.805404 -0.7 0.5 0.9 -0.64
C 5.660025 -1.384480 0.458486 2.0 -0.4 -1.6 -0.53
C 4.334173 -1.502119 0.300557 -0.1 -0.4 -1.4 -0.42
N 4.089525 -1.897348 -1.012092 -1.9 0.0 2.1 0.54
C 5.240981 -2.078157 -1.647397 1.5 0.4 -0.3 -0.85
H 7.314298 -1.711976 -1.074174 0.1 -0.1 0.0 0.41
H 6.235932 -0.975669 1.252931 0.0 0.1 0.7 0.43
H 3.578334 -1.315323 0.994311 -1.2 0.1 0.7 0.43
H 3.151098 -2.139640 -1.312110 0.3 0.1 -0.3 -0.02
H 5.293992 -2.175915 -2.696644 -0.1 -0.7 -0.9 0.64
C -1.592438 -0.679265 6.437670 -0.2 -0.3 0.0 -0.83
C -2.096515 -1.672505 5.540892 0.2 -0.9 -0.5 -0.41
C -2.543541 -1.073071 4.388000 0.2 1.4 0.9 -0.61
N -2.382268 0.310244 4.581425 -0.1 -0.9 0.0 0.01
C -1.810185 0.516654 5.824161 -0.3 0.4 -1.0 -0.35
H -1.115529 -0.779189 7.411470 -0.3 -0.2 -0.4 0.45
H -2.113828 -2.760993 5.609732 0.1 0.4 0.4 0.45
H -3.006670 -1.528183 3.520674 0.1 0.4 0.1 0.44
H -2.618031 1.046729 3.917092 0.2 -0.4 0.3 0.32
H -1.594751 1.518605 6.152298 0.0 0.0 0.0 0.48
C 0.499377 0.055658 -0.024351 -0.8 0.0 -1.2 -0.15
C -0.912461 -0.070641 -0.311001 0.9 0.8 -1.6 0.38
C -1.464325 -0.697773 0.727572 -1.0 -0.8 1.3 -0.51
N -0.508738 -0.962547 1.625551 1.6 -0.8 1.8 0.66
C 0.706359 -0.537033 1.189521 0.8 0.6 -0.3 -1.54
H 1.173625 0.538302 -0.722000 0.3 -0.2 0.4 0.04
H -1.458525 0.247383 -1.193579 0.3 0.1 0.1 0.52
H -2.434626 -1.010321 1.010496 -1.0 0.0 -0.3 0.07
H -0.594384 -1.442662 2.515322 -0.4 0.2 -0.3 0.18
H 1.623002 -0.589286 1.777864 -0.6 -0.2 0.0 0.08

***

48
Properties=species:S:1:pos:R:3:forces:R:3:mulliken_charge:R:1 method="wB97M-V/def2-TZVPD" mol_weight_g_mol=803.37 e_tot_ev=-79630.8485 lumo_energy_ev=-4.46 orbital_gap_ha=0.271 total_charge=+1 de_lowest_kj_mol=0.00
Sn -0.943955 0.114303 1.497990 0.4 0.0 -0.1 1.39
C -2.720492 -4.193200 -0.690067 0.0 0.0 0.0 -0.86
C -2.571404 -3.220724 -1.848155 0.0 0.0 0.0 -0.91
N -1.238709 -2.596470 -1.900764 0.0 0.0 0.0 0.11
C -0.194593 -3.260760 -2.708571 0.0 0.0 0.0 -0.58
C 0.785466 -4.067837 -1.872216 0.0 0.0 0.0 -0.92
C -0.927020 -1.495178 -1.248990 0.0 0.1 0.1 0.52
S -2.244210 -0.691019 -0.350699 0.0 0.0 -0.1 -0.31
N 0.276560 -0.968690 -1.425025 0.0 0.0 0.0 -0.29
C 1.043442 -0.344835 -0.577915 -0.1 0.0 -0.1 0.51
O 0.855847 -0.364368 0.718431 -0.1 0.0 0.0 -0.84
C 2.221943 0.375840 -1.066495 0.0 0.0 0.0 0.62
C 2.599622 0.281278 -2.406730 0.0 0.0 0.0 -0.15
C 3.696307 0.987189 -2.863545 0.0 0.0 0.0 -0.76
C 4.414033 1.794331 -1.988889 0.0 0.0 0.0 -0.36
C 4.038932 1.894423 -0.655626 0.0 0.0 0.0 -0.85
C 2.946451 1.184847 -0.190367 0.0 0.0 0.0 -0.40
H -3.722595 -4.620117 -0.698922 0.0 0.0 0.0 0.39
H -2.575527 -3.688417 0.264961 0.0 0.0 0.0 0.22
H -2.005787 -5.011400 -0.765862 0.0 0.0 0.0 0.29
H -3.328704 -2.440222 -1.809751 0.0 0.0 0.0 0.53
H -2.707276 -3.731631 -2.799598 0.0 0.0 0.0 0.35
H 0.327953 -2.483160 -3.264138 0.0 0.0 0.0 0.31
H -0.715282 -3.896875 -3.420946 0.0 0.0 0.0 0.40
H 1.321595 -3.429317 -1.171182 0.0 0.0 0.0 0.23
H 1.519094 -4.534918 -2.528631 0.0 0.0 0.0 0.37
H 0.282856 -4.857791 -1.315756 0.0 0.0 0.0 0.27
H 2.033464 -0.348700 -3.078232 0.0 0.0 0.0 0.44
H 3.994721 0.910353 -3.900024 0.0 0.0 0.0 0.42
H 5.270902 2.348106 -2.348981 0.0 0.0 0.0 0.41
H 4.600456 2.525613 0.019192 0.0 0.0 0.0 0.42
H 2.646610 1.256563 0.845835 0.0 0.0 0.0 0.48
F -2.819842 2.477126 0.184224 -0.1 -0.1 0.0 -0.44
Te -1.172722 3.324349 0.286835 0.1 0.0 0.4 2.24
F -1.818239 4.436735 1.599531 0.0 0.0 0.0 -0.37
F 0.428149 4.220846 0.335668 0.0 -0.1 0.0 -0.38
F -1.792182 4.490220 -0.982817 0.1 0.1 0.0 -0.35
F -0.547314 2.260783 -1.099853 0.0 -0.1 0.0 -0.45
O -0.605295 2.073876 1.548304 -0.2 0.2 -0.4 -0.71
Te -1.200952 -0.622300 4.031074 -0.1 0.2 0.2 0.08
C -1.030047 1.388790 4.584035 0.0 -0.3 0.0 -0.08
C -2.060584 2.279340 4.702885 0.0 0.0 0.0 -0.31
C -1.604155 3.572760 5.055426 0.0 0.0 0.0 -0.51
C -0.249180 3.627135 5.195602 0.1 0.0 0.0 -0.39
S 0.487615 2.116122 4.911460 0.0 0.0 0.0 -0.09
H -3.097718 2.025152 4.538224 0.0 0.0 0.0 0.45
H -2.254088 4.422847 5.197271 0.0 0.0 0.0 0.41
H 0.355840 4.479012 5.461812 0.0 0.0 0.0 0.41